The following is a DFT calculation (ωB97M-V with the def2-TZVPD basis set) of one molecule with the formula C19H24N2O4S.

## Properties
Structure (SMILES)   CCOC(=O)c1c(C)[nH]c(C)c1S(=O)(=O)N1CC[C@H](c2ccccc2)C1
Frontier orbital gap   0.335 Eh
Energy relative to the best compared isomer or geometry (same formula, charge and spin)   1.2308 eV

The geometry in ORCA input format:
```
! wB97M-V def2-TZVPD RIJCOSX def2/J DEFGRID3
* xyz 0 1
C 4.797 0.333 -1.731
C 3.943 1.482 -1.215
H 3.391 1.961 -2.026
H 4.559 2.223 -0.693
O 2.934 1.005 -0.324
C 3.314 0.697 0.916
O 4.403 0.952 1.378
C 2.217 0.083 1.678
C 1.979 0.293 3.021
N 0.853 -0.399 3.349
C 0.372 -1.078 2.268
C 1.197 -0.796 1.206
S 0.990 -1.559 -0.379
O 0.447 -2.873 -0.174
O 2.174 -1.466 -1.185
N -0.256 -0.627 -1.001
C -1.153 -1.285 -1.930
H -1.689 -2.078 -1.410
C -2.062 -0.143 -2.410
C -3.254 0.017 -1.504
C -3.077 0.260 -0.146
C -4.169 0.396 0.691
C -5.454 0.297 0.184
C -5.639 0.056 -1.166
C -4.545 -0.083 -2.003
H -4.698 -0.273 -3.056
H -6.638 -0.023 -1.569
H -6.307 0.405 0.838
H -4.021 0.585 1.745
H -2.073 0.329 0.246
H -2.412 -0.338 -3.426
C -1.130 1.091 -2.369
H -1.619 1.916 -1.852
H -0.876 1.424 -3.374
C 0.126 0.630 -1.614
H 0.970 0.474 -2.297
H 0.442 1.325 -0.835
H -0.601 -1.721 -2.773
C -0.847 -1.919 2.346
H -0.819 -2.648 1.541
H -1.746 -1.313 2.233
H -0.896 -2.435 3.304
H 0.446 -0.427 4.271
C 2.715 1.118 4.011
H 2.969 0.524 4.888
H 3.632 1.481 3.558
H 2.114 1.968 4.336
H 5.452 -0.027 -0.941
H 4.145 -0.481 -2.038
H 5.401 0.665 -2.571
*
```